Model 1:
# C3H5NS2

A single C3H5NS2 molecule (the ωB97M-V functional and the def2-TZVPD basis, the OMol25 dataset).

Summary:
Spin multiplicity ... 1
Kohn-Sham gap ... 0.3376 Ha
LUMO level ... -0.03 eV
SMILES ... CSSC1=NC1

Geometry as XYZ:
```
11
C3H5NS2 (the ωB97M-V functional and the def2-TZVPD basis)
C -0.20 1.65 -0.42
C -1.41 0.85 0.04
C 0.96 -1.49 0.41
N -1.60 2.10 0.08
S -1.88 -0.78 0.22
S -0.29 -1.68 -0.84
H 0.59 1.63 0.30
H 0.13 1.97 -1.53
H 0.45 -1.25 1.33
H 1.59 -0.59 0.20
H 1.68 -2.42 0.22
```

For each atom in turn, the natural (NBO) charge in e is:
1 C -0.33
2 C -0.01
3 C -0.78
4 N -0.33
5 S 0.22
6 S 0.15
7 H 0.17
8 H 0.20
9 H 0.25
10 H 0.22
11 H 0.24

=====

Model 2:
# C3H5NS2

A single C3H5NS2 molecule (the ωB97M-V functional and the def2-TZVPD basis, the OMol25 dataset).

Summary:
Spin multiplicity ... 1
Kohn-Sham gap ... 0.3240 Ha
LUMO level ... 0.02 eV
SMILES ... S[C@@H]1CN=CS1

Geometry as XYZ:
```
11
C3H5NS2 (the ωB97M-V functional and the def2-TZVPD basis)
C 1.62 0.28 0.80
C 0.05 -1.10 -0.18
C -0.69 0.16 -0.58
N 1.02 -0.86 0.81
S 1.14 1.45 -0.37
S -1.86 0.76 0.54
H 2.43 0.57 1.49
H -0.54 -1.85 0.13
H 0.55 -1.40 -1.07
H -1.15 0.20 -1.62
H -2.58 1.79 0.03
```

For each atom in turn, the natural (NBO) charge in e is:
1 C -0.08
2 C -0.31
3 C -0.33
4 N -0.44
5 S 0.07
6 S 0.05
7 H 0.22
8 H 0.22
9 H 0.22
10 H 0.25
11 H 0.15

=====

Q: Which of them is the most stable? A: model 2.

=====

Model 1:
# C4H5F3O

2 unconnected molecules or ions with the total composition C4H5F3O (the ωB97M-V functional and the def2-TZVPD basis, the OMol25 dataset).

Summary:
Spin multiplicity ... 1
Kohn-Sham gap ... 0.4045 Ha
LUMO level ... 0.77 eV

Geometry as XYZ:
```
13
C4H5F3O (the ωB97M-V functional and the def2-TZVPD basis)
C 3.26 0.23 -0.85
C -1.41 -1.14 -0.35
C -0.51 0.87 0.94
C -1.14 -0.26 0.85
O 2.68 1.33 -0.60
F 2.26 -0.74 -1.17
F -0.11 1.43 -0.22
F -1.60 -0.84 2.04
H -1.25 -2.22 -0.07
H -2.50 -1.02 -0.54
H -0.86 -0.72 -1.22
H -0.50 1.64 1.70
H 1.68 1.43 -0.51
```

For each atom in turn, the natural (NBO) charge in e is:
1 C 0.57
2 C -0.69
3 C 0.10
4 C 0.36
5 O -0.69
6 F -0.42
7 F -0.35
8 F -0.34
9 H 0.25
10 H 0.24
11 H 0.25
12 H 0.20
13 H 0.52

=====

Model 2:
# C4H5F3O

2 unconnected molecules or ions with the total composition C4H5F3O (the ωB97M-V functional and the def2-TZVPD basis, the OMol25 dataset).

Summary:
Spin multiplicity ... 1
Kohn-Sham gap (alpha / beta) ... 0.2879 / 0.3101 Ha
LUMO level (alpha / beta) ... -0.06 / 0.32 eV

Geometry as XYZ:
```
13
C4H5F3O (the ωB97M-V functional and the def2-TZVPD basis)
C 1.08 1.65 -0.81
C 0.97 0.60 0.00
C -1.45 -1.06 0.59
C 0.90 -0.86 -0.15
O -2.11 -0.06 -0.07
F 0.77 0.80 1.37
F 1.67 -1.60 0.73
F 1.00 -1.39 -1.39
H 0.87 2.62 -0.48
H 0.98 1.35 -1.89
H -1.18 -0.91 1.60
H -1.39 -1.93 0.01
H -2.12 0.80 0.48
```

For each atom in turn, the natural (NBO) charge in e is:
1 C -0.49
2 C 0.28
3 C 0.00
4 C 0.57
5 O -0.66
6 F -0.36
7 F -0.34
8 F -0.33
9 H 0.22
10 H 0.23
11 H 0.19
12 H 0.20
13 H 0.49

=====

Q: Which of them is the most stable? A: model 1.

=====

Model 1:
# C5H13N2

2 unconnected molecules or ions with the total composition C5H13N2 (the ωB97M-V functional and the def2-TZVPD basis, the OMol25 dataset).

Summary:
Spin multiplicity ... 2
Kohn-Sham gap (alpha / beta) ... 0.1620 / 0.3873 Ha
LUMO level (alpha / beta) ... 0.75 / 0.71 eV
⟨S²⟩ ... 0.75

Geometry as XYZ:
```
20
C5H13N2 (the ωB97M-V functional and the def2-TZVPD basis)
C 0.33 -1.12 -0.70
C -0.53 -1.17 0.52
C -0.24 -1.94 1.56
N -1.02 -1.80 2.82
H 1.02 -1.96 -0.78
H -0.29 -1.19 -1.60
H 0.90 -0.20 -0.68
H -1.34 -0.47 0.65
H 0.52 -2.70 1.63
H -1.51 -0.88 2.84
H -1.74 -2.53 3.01
H -0.35 -1.80 3.63
C 0.72 2.77 -0.80
C 0.41 1.48 -2.69
N 1.23 1.88 -1.82
H 0.55 2.22 0.13
H -0.21 3.31 -0.99
H 1.47 3.52 -0.50
H 0.58 0.53 -3.21
H -0.48 2.03 -3.01
```

For each atom in turn, the natural (NBO) charge in e is:
1 C -0.66
2 C -0.15
3 C -0.13
4 N -1.12
5 H 0.22
6 H 0.22
7 H 0.25
8 H 0.21
9 H 0.22
10 H 0.32
11 H 0.33
12 H 0.30
13 C -0.45
14 C -0.04
15 N -0.40
16 H 0.21
17 H 0.18
18 H 0.21
19 H 0.17
20 H 0.14

=====

Model 2:
# C5H13N2

2 unconnected molecules or ions with the total composition C5H13N2 (the ωB97M-V functional and the def2-TZVPD basis, the OMol25 dataset).

Summary:
Spin multiplicity ... 2
Kohn-Sham gap (alpha / beta) ... 0.1516 / 0.3032 Ha
LUMO level (alpha / beta) ... 0.36 / 0.34 eV
⟨S²⟩ ... 0.75

Geometry as XYZ:
```
20
C5H13N2 (the ωB97M-V functional and the def2-TZVPD basis)
C 0.37 2.14 0.23
C 0.67 3.30 0.76
N -0.66 1.26 0.77
H 0.79 1.77 -0.69
H 1.45 3.88 0.33
H 0.13 3.73 1.59
H -0.72 1.39 1.78
H -1.58 1.50 0.38
H -0.45 0.17 0.54
C 1.14 -1.12 -1.44
C 0.45 -2.04 -0.44
C -1.75 -2.05 0.50
N -0.59 -1.36 0.29
H 1.90 -1.65 -2.02
H 0.40 -0.69 -2.12
H 1.64 -0.30 -0.93
H 1.22 -2.36 0.28
H 0.05 -2.92 -0.95
H -1.87 -3.06 0.14
H -2.59 -1.60 1.02
```

For each atom in turn, the natural (NBO) charge in e is:
1 C -0.03
2 C -0.38
3 N -0.76
4 H 0.22
5 H 0.22
6 H 0.20
7 H 0.41
8 H 0.42
9 H 0.46
10 C -0.61
11 C -0.22
12 C -0.42
13 N -0.72
14 H 0.21
15 H 0.20
16 H 0.17
17 H 0.16
18 H 0.17
19 H 0.15
20 H 0.15

=====

Q: Which of them is the most stable? A: model 2.

=====

Model 1:
# C4H13N2O

2 unconnected molecules or ions with the total composition C4H13N2O (the ωB97M-V functional and the def2-TZVPD basis, the OMol25 dataset).

Summary:
Spin multiplicity ... 2
Kohn-Sham gap (alpha / beta) ... 0.1151 / 0.2565 Ha
LUMO level (alpha / beta) ... 0.47 / 0.42 eV
⟨S²⟩ ... 0.75

Geometry as XYZ:
```
20
C4H13N2O (the ωB97M-V functional and the def2-TZVPD basis)
C -1.49 -0.04 2.56
C -1.70 -0.27 1.05
C -0.74 0.46 0.11
C 0.62 -0.01 0.07
N 1.44 0.80 -0.84
N -1.21 1.60 -0.53
H -1.47 0.92 3.07
H -2.18 -0.61 3.08
H -0.58 -0.60 2.74
H -1.61 -1.43 0.90
H -2.69 -0.08 0.62
H 0.77 -1.02 0.27
H 1.64 1.70 -0.32
H 0.82 0.90 -1.58
H 2.25 0.39 -1.29
H -0.63 2.38 -1.08
H -2.27 1.70 -0.51
H 2.22 -2.70 -2.59
H 2.33 -2.57 -1.16
O 2.46 -2.08 -1.91
```

For each atom in turn, the natural (NBO) charge in e is:
1 C -0.61
2 C -0.42
3 C -0.01
4 C -0.50
5 N -0.68
6 N -0.91
7 H 0.20
8 H 0.19
9 H 0.21
10 H 0.17
11 H 0.18
12 H 0.18
13 H 0.41
14 H 0.41
15 H 0.44
16 H 0.38
17 H 0.39
18 H 0.47
19 H 0.46
20 O -0.95

=====

Model 2:
# C4H13N2O

2 unconnected molecules or ions with the total composition C4H13N2O (the ωB97M-V functional and the def2-TZVPD basis, the OMol25 dataset).

Summary:
Spin multiplicity ... 2
Kohn-Sham gap (alpha / beta) ... 0.3609 / 0.2594 Ha
LUMO level (alpha / beta) ... 1.03 / -1.73 eV
⟨S²⟩ ... 0.75

Geometry as XYZ:
```
20
C4H13N2O (the ωB97M-V functional and the def2-TZVPD basis)
C -0.45 -1.82 0.81
C -0.03 -3.12 0.16
N 0.35 -2.91 -1.26
H -1.42 -1.53 0.40
H -0.60 -2.01 1.88
H 0.30 -1.02 0.71
H 0.82 -3.58 0.67
H -0.85 -3.83 0.16
H -0.02 -3.62 -1.86
H 0.14 -1.99 -1.61
C 0.34 1.65 0.69
O 1.10 0.56 0.37
C 0.60 2.76 -0.34
N -0.46 3.77 -0.34
H -0.74 1.44 0.70
H 0.53 2.05 1.70
H 1.51 3.27 -0.03
H 0.73 2.27 -1.31
H -0.44 4.26 -1.22
H -1.39 3.38 -0.25
```

For each atom in turn, the natural (NBO) charge in e is:
1 C -0.62
2 C -0.21
3 N -0.86
4 H 0.20
5 H 0.21
6 H 0.23
7 H 0.18
8 H 0.17
9 H 0.36
10 H 0.36
11 C -0.14
12 O -0.28
13 C -0.22
14 N -0.84
15 H 0.21
16 H 0.16
17 H 0.19
18 H 0.18
19 H 0.36
20 H 0.35

=====

Q: Which of them is the most stable? A: model 2.